C2H2N2OS | ωB97M-V with the def2-TZVPD basis set

The geometry in XYZ format:
```
8
Properties=species:S:1:pos:R:3:nbo_charge:R:1
C -1.6604 -0.6115 0.2495 -0.01
N -2.8525 -0.5423 0.1521 -0.42
S -4.3410 -0.3282 -0.0917 0.23
H -0.9694 -1.5525 0.2026 0.27
N 0.6750 1.0037 -0.2994 -0.76
C -0.4806 1.2486 0.0376 0.81
O -1.4081 1.9504 0.0729 -0.50
H 1.2421 0.4157 0.2424 0.39
```

Properties
Orbital gap   7.9455 eV
Maximum force   3.31 eV/Å
SMILES   C#[N+][S-].N=C=O
Relative energy (zero: lowest compared OMol25 entry of this formula, charge and spin)   282.11 kJ/mol
E_HOMO   -9.2 eV

C2H2N2S | ωB97M-V with the def2-TZVPD basis set

The geometry in XYZ format:
```
7
Properties=species:S:1:pos:R:3:nbo_charge:R:1
C 0.4395 0.8029 -0.2018 -0.09
C 1.3537 -0.2440 -0.2680 0.17
H -2.4551 -0.7979 0.6867 0.17
H 0.6955 1.9034 0.1915 0.24
N -0.8911 0.7015 -0.1563 -0.39
N 1.8928 -1.2753 -0.0270 -0.20
S -1.0354 -1.0907 -0.2251 0.11
```

Properties
Orbital gap   8.6466 eV
Maximum force   7.18 eV/Å
Relative energy (zero: lowest compared OMol25 entry of this formula, charge and spin)   359.02 kJ/mol
E_HOMO   -9.5 eV